DFT (wB97M-V/def2-TZVPD) results for a molecular structure, C2H8N4.

Geometry as ORCA input:
```
! wB97M-V def2-TZVPD RIJCOSX def2/J DEFGRID3
* xyz 0 1
C 1.36095 -0.04210 1.08878
N 0.28508 -0.65423 0.37832
C -0.25767 0.16283 -0.65821
N -1.26664 -0.26476 0.85305
N -0.73498 -0.62386 -1.71926
N 0.19883 1.38429 -0.80990
H -1.39738 -1.08222 1.44038
H -1.29367 0.59143 1.40926
H -0.76253 -1.61863 -1.55164
H -0.77925 -0.16830 -2.61918
H -0.29973 1.88846 -1.54099
H 1.16800 1.02141 1.31798
H 2.22420 0.00888 0.40837
H 1.55478 -0.60320 2.00303
*
```

Output
ΔE to the lowest compared entry with this formula, charge and spin in eV: 3.028
Orbital gap in eV: 9.647

=====

DFT (wB97M-V/def2-TZVPD) results for a molecular structure, C4H11ClCrIIr.

Geometry as ORCA input:
```
! wB97M-V def2-TZVPD RIJCOSX def2/J DEFGRID3
* xyz -2 9
Ir 0.14858 0.15135 -0.69248
Cl -0.48534 2.36183 -1.81396
C -1.42522 -0.94294 -0.29037
H -1.08282 -1.71958 0.41891
H -1.92925 -1.43265 -1.15498
H -2.17122 -0.26118 0.19306
Cr 0.51677 0.47168 -2.69527
C -0.63166 0.14619 -4.62359
C 2.04023 1.30297 -3.91963
C 0.18012 -1.02525 -3.86204
H 2.99232 1.18119 -3.39631
H 2.05235 0.73460 -4.87180
H 1.86149 2.37305 -4.11801
H -1.66306 -0.01617 -4.36208
H -0.64037 1.29967 -4.60127
H -0.43018 -0.01413 -5.68079
H -0.36249 -1.93469 -3.62654
H 1.11375 -1.29178 -4.37246
I 1.89660 -1.58337 -0.60140
*
```

Output
ΔE to the lowest compared entry with this formula, charge and spin in eV: 0.000
Orbital gap (spin up / spin down) in eV: 2.075 / 4.878

=====

DFT (wB97M-V/def2-TZVPD) results for a molecular structure, C7H7NO2S.

Geometry as ORCA input:
```
! wB97M-V def2-TZVPD RIJCOSX def2/J DEFGRID3
* xyz 0 1
C -0.30443 0.27205 -2.81300
C 0.49072 0.40512 -1.57280
C -1.50828 -0.36306 -2.60201
C -0.23039 -0.02461 -0.50452
C 0.08880 -1.05407 1.74980
C 1.51857 -0.72588 1.39205
C 0.26684 0.02083 0.84802
N -0.27146 1.67032 1.78463
O -0.64615 2.53764 1.07920
O -0.37901 1.43527 2.92786
S -1.75807 -0.72141 -0.91641
H 0.09037 0.68377 -3.73572
H 1.55694 0.79934 -1.56651
H -2.31387 -0.54509 -3.21710
H -0.50125 -1.92883 1.50777
H -0.13778 -0.92714 2.78483
H 2.05203 -0.17558 2.22263
H 1.98642 -1.35865 0.63128
*
```

Output
ΔE to the lowest compared entry with this formula, charge and spin in eV: 3.968
Orbital gap (spin up / spin down) in eV: 8.790 / 8.791

=====

DFT (wB97M-V/def2-TZVPD) results for 2 unconnected molecules or ions with the total composition C10H16.

Geometry as ORCA input:
```
! wB97M-V def2-TZVPD RIJCOSX def2/J DEFGRID3
* xyz 0 1
C 1.84983 2.03990 -0.53384
C 1.93917 0.62855 0.12264
C 2.27348 0.60026 1.47309
C 1.92587 -0.45441 2.27246
C 1.28050 -1.55894 1.69020
C 1.00856 -1.59247 0.34906
C 1.40855 -0.48880 -0.45377
H 2.15228 2.83316 0.13317
H 0.81999 2.13008 -0.87569
H 2.55172 1.89055 -1.34273
H 2.87860 1.42153 1.86672
H 2.18703 -0.51057 3.33865
H 1.07386 -2.36259 2.37989
H 0.42738 -2.34915 -0.16910
H 1.38186 -0.71032 -1.55276
C -2.62274 1.04479 -0.55231
C -1.67610 -0.15414 -0.59806
C -2.43650 -1.39709 -1.12347
H -3.39980 1.15391 0.20557
H -3.06635 1.12758 -1.52122
H -1.96026 1.97661 -0.49937
H -0.74608 0.06113 -1.15490
H -1.18368 -0.35441 0.35960
H -3.25174 -1.51015 -0.37680
H -2.91610 -1.15613 -2.05527
H -1.89931 -2.30885 -1.38176
*
```

Output
ΔE to the lowest compared entry with this formula, charge and spin in eV: 1.401
Orbital gap in eV: 9.906
SMILES: Cc1ccccc1.CCC

=====

DFT (wB97M-V/def2-TZVPD) results for 14 unconnected molecules or ions with the total composition C5H35O15.

Geometry as ORCA input:
```
! wB97M-V def2-TZVPD RIJCOSX def2/J DEFGRID3
* xyz 0 2
C -0.70944 0.61794 -3.38412
O -0.25368 1.79226 -2.69645
C -1.96963 0.06616 -2.63064
C -1.54938 -1.29074 -2.05994
C -0.66036 -1.03293 -0.85279
C 0.69114 -1.11361 -1.09446
O 1.59666 -0.85739 -0.26558
H -0.97563 0.99156 -4.40844
H 0.15400 -0.04885 -3.49993
H -2.75747 0.06238 -3.38630
H -2.17854 0.88861 -1.95936
H -2.43957 -1.90156 -1.75305
H -1.01112 -1.88443 -2.79827
H -1.06713 -0.61717 0.05143
H 0.67484 1.71468 -2.38667
H 1.10444 -1.46041 -2.04992
H 0.82400 -0.80671 1.39610
H 0.20205 -1.17326 2.78627
O 1.05427 -1.03139 2.31942
H -4.94199 1.61219 -0.83958
H -3.83973 2.46542 -0.58071
O -4.79224 2.45535 -0.37851
H -3.41282 -1.21023 0.72579
H -3.25688 -2.61496 1.34027
O -3.41397 -1.68210 1.56306
H -0.76562 1.70477 0.25572
H -0.87011 2.59462 -1.05821
O -0.84279 2.59259 -0.08893
H 1.71319 1.21545 2.11426
H 2.25266 0.82607 0.72708
O 1.93500 1.57417 1.23800
H 3.15236 -1.32791 0.08743
H 4.00311 -2.69134 -0.18939
O 4.03349 -1.75138 0.03994
H 4.73688 -0.51403 1.36463
H 5.50193 0.66656 0.91220
O 5.34036 0.16008 1.71776
H 2.02167 -2.52172 2.03157
H 2.92473 -3.71915 2.38996
O 2.00483 -3.42501 2.42128
H -2.29612 4.12123 -2.69615
H -3.67035 3.62560 -2.11965
O -3.11777 3.66773 -2.90627
H -0.00891 -3.93052 2.79375
H -1.06112 -3.22621 2.05315
O -0.97490 -3.98082 2.65184
H -2.36346 -1.17522 3.12000
H -1.68017 -2.42127 3.32411
O -1.47505 -1.46111 3.41083
H 0.72323 4.86736 1.83024
H 1.40408 3.49585 2.17807
O 1.36908 4.43473 2.39271
H 2.75083 0.22398 -1.33925
H 3.08722 1.30361 -0.43064
O 3.09990 1.13047 -1.38366
*
```

Output
ΔE to the lowest compared entry with this formula, charge and spin in eV: 0.000
Orbital gap (spin up / spin down) in eV: 10.041 / 6.845

=====

DFT (wB97M-V/def2-TZVPD) results for 2 unconnected molecules or ions with the total composition CH4N2O.

Geometry as ORCA input:
```
! wB97M-V def2-TZVPD RIJCOSX def2/J DEFGRID3
* xyz 0 1
N -0.88954 0.69268 0.00999
C -0.42083 -0.54565 0.21711
N 1.82425 1.10274 -0.39675
O -1.09454 -1.56590 0.27192
H 0.68636 -0.57380 0.33676
H -0.02574 1.29239 0.02174
H 2.36619 1.84054 0.06934
H 2.14218 1.05767 -1.36579
*
```

Output
ΔE to the lowest compared entry with this formula, charge and spin in eV: 7.617
Orbital gap in eV: 5.261

=====

DFT (wB97M-V/def2-TZVPD) results for 2 unconnected molecules or ions with the total composition C9H14O.

Geometry as ORCA input:
```
! wB97M-V def2-TZVPD RIJCOSX def2/J DEFGRID3
* xyz 0 1
C 2.83760 -1.30671 0.36044
C 1.66624 -0.43897 0.78169
C 0.41227 -1.03318 0.98220
C -0.71338 -0.24008 1.08130
C -0.56961 1.14304 1.13614
O -1.67248 1.96520 1.18076
C 0.66233 1.75751 1.00818
C 1.74558 0.94034 0.68152
H 3.62844 -0.70925 -0.08950
H 2.52691 -2.13094 -0.26978
H 3.30135 -1.70510 1.26935
H 0.34831 -2.11167 0.97120
H -1.72585 -0.62202 1.11944
H -2.44543 1.42808 1.24254
H 0.72926 2.83472 1.00852
H 2.69051 1.37313 0.37290
C -1.54136 -0.81901 -2.21677
C -2.07232 -1.28920 -3.58255
H -2.37352 -0.40975 -1.64910
H -1.18664 -1.70426 -1.68746
H -0.72868 -0.10445 -2.29019
H -1.41225 -2.06081 -3.97439
H -2.03091 -0.48230 -4.31246
H -3.05920 -1.72912 -3.48573
*
```

Output
ΔE to the lowest compared entry with this formula, charge and spin in eV: 0.365
Orbital gap in eV: 9.197
SMILES: Cc1ccc(O)cc1.CC

=====

DFT (wB97M-V/def2-TZVPD) results for 18 unconnected molecules or ions with the total composition H37O18.

Geometry as ORCA input:
```
! wB97M-V def2-TZVPD RIJCOSX def2/J DEFGRID3
* xyz 2 2
O 2.66466 0.20330 -2.24033
H 1.99864 -2.07559 5.52113
H 1.80657 -0.15099 -2.56911
O 2.07785 -2.44657 -0.07693
H -5.27344 0.08736 1.38627
O -0.98346 4.55325 -0.14975
H -1.10122 5.17608 0.58238
H 3.58286 -1.40014 -3.83375
O 0.22768 -3.83399 -2.93570
H 1.18572 -2.82539 0.01442
H -0.42674 -3.45033 -3.52693
O -0.61987 -0.23156 5.47155
H -1.50233 0.11945 5.38247
H -0.50472 1.63625 -3.28878
O -5.71264 0.04245 0.52773
H -5.91576 -0.89052 0.40423
H 0.12400 -1.19031 -2.66102
O -1.36290 -0.34313 1.43905
H 2.66133 3.68134 1.40762
H -3.99451 -2.55451 2.82416
O 1.45374 -0.24616 2.54052
H 1.89165 -0.79004 3.21801
H 0.95687 -0.79550 1.93172
O -3.33718 2.71500 -1.32190
H -3.84291 2.97554 -2.09726
H 4.38877 -2.62373 -3.00751
O 0.64570 -1.40542 -1.88366
H -1.48208 -0.31451 2.39111
H 0.44083 -4.68880 -3.32514
O -2.10277 0.01250 -1.96822
H -2.72196 0.39715 -2.61307
H -2.10876 0.61769 -1.20024
O 0.86924 1.33599 -0.31552
H 1.27484 1.57501 0.54149
H 0.92146 0.36964 -0.34594
O 2.19138 -1.83864 4.61329
H -3.80412 3.10976 -0.58723
H 2.91404 -1.22668 4.46421
O -0.24325 0.71781 -3.46904
H 1.18694 -2.13929 -2.26549
H -0.98433 0.14936 -3.68092
O 2.95003 2.44008 -1.49568
H 2.18976 2.05493 -0.91277
H 3.55884 2.63728 -0.74222
O 3.64052 -2.29196 -3.50087
H 3.14637 1.50952 -1.94407
H -0.06942 0.43625 5.88630
O -4.91985 -2.35005 2.68666
H -1.78752 4.77052 -0.62494
H -5.32224 -2.81641 1.95414
O 2.92220 2.81428 1.06201
H 2.32615 -2.74742 0.81251
H 3.27057 2.39085 1.86199
H -1.77540 -1.05944 0.96094
H 2.43016 0.19841 -1.30192
*
```

Output
ΔE to the lowest compared entry with this formula, charge and spin in eV: 1.890
Orbital gap (spin up / spin down) in eV: 9.364 / 2.577

=====

Record-wise electronic energy values, in hartree: -299.9194; -2065.3415; -874.1641; -390.5844; -1339.9778; -225.0121; -426.5594; -1375.7159